Record 1
A cluster of 2 separate species, C5H13NO2 in total in a non-equilibrium geometry. Source: OMol25; level of theory: ωB97M-V with the def2-TZVPD basis set.

The geometry in XYZ format:
```
21
Properties=species:S:1:pos:R:3:forces:R:3:nbo_charge:R:1
O -2.60538 -0.73970 -1.00852 -0.1 -0.6 -0.4 -0.723
C -1.40957 -0.02691 -0.77498 -0.3 0.5 0.9 -0.064
C -0.11656 -0.85408 -0.71495 0.3 1.2 0.4 -0.075
C 0.20868 -1.52418 0.64135 -2.0 -0.5 -1.2 -0.415
C 1.15778 -0.61950 1.38181 0.5 0.3 0.6 -0.433
C 1.90574 0.17963 0.27546 -0.2 -0.6 0.9 -0.211
N 0.95568 0.15066 -0.82272 0.5 0.1 -1.2 -0.666
H -2.73463 -1.38820 -0.30194 0.1 0.3 -0.2 0.463
H -1.58146 0.52614 0.16420 0.6 0.1 0.0 0.152
H -1.27123 0.73040 -1.56232 -0.3 -0.5 0.0 0.180
H -0.23191 -1.54137 -1.55867 0.6 -0.2 0.1 0.193
H 0.57398 -2.52732 0.43142 0.5 0.0 0.2 0.213
H -0.79258 -1.68726 1.06432 0.4 0.0 0.7 0.201
H 0.71869 0.14245 2.01488 -0.9 0.0 -0.1 0.226
H 1.73068 -1.17670 2.13303 0.5 0.0 -0.6 0.221
H 1.99281 1.20116 0.63625 0.3 0.1 0.0 0.182
H 2.92869 -0.17619 0.07795 -0.4 -0.2 -0.3 0.178
H 1.38294 0.21206 -1.73746 -0.1 -0.1 0.1 0.378
O 0.13302 2.82358 0.86306 -1.0 -0.5 -1.9 -0.926
H 0.79562 2.65627 0.17901 0.9 0.2 0.5 0.462
H -0.58450 2.55387 0.23245 0.0 0.4 1.4 0.465
```
Forces are in eV/Å.

Output
DFT total energy = -10979.9723 eV
ΔE to the lowest compared entry with this formula, charge and spin = 1.907 eV
Highest occupied orbital energy = -8.86 eV
HOMO-LUMO gap = 9.67 eV


Record 2
An isolated molecule of C5H13NO2 in a non-equilibrium geometry. Source: OMol25; level of theory: ωB97M-V with the def2-TZVPD basis set.

The geometry in XYZ format:
```
21
Properties=species:S:1:pos:R:3:forces:R:3:nbo_charge:R:1
C 0.54996 -1.80254 -0.41893 0.0 0.0 0.3 -0.435
N -0.34685 -0.67760 -0.59892 0.5 3.5 3.8 -0.447
C -0.03665 0.12082 -1.67995 -1.7 -3.2 -4.3 0.082
O -0.54897 -0.90761 -2.87541 1.3 2.1 0.8 -0.809
C -0.28066 0.61799 0.62186 -0.4 -2.5 -0.1 0.445
C 0.86422 1.62806 0.60452 -0.1 -0.4 -0.7 -0.667
C -0.28847 -0.14557 1.93857 -0.3 0.4 -0.1 -0.668
O -1.47031 1.29270 0.36178 -0.1 0.4 0.2 -0.732
H 0.32671 -2.52328 -1.20261 0.1 0.1 -0.1 0.236
H 0.33636 -2.29475 0.53011 0.1 0.1 0.0 0.197
H 1.61265 -1.53390 -0.46380 0.1 0.0 0.0 0.165
H 1.01980 0.23110 -1.95213 -0.1 0.1 0.0 0.158
H -0.65387 1.01190 -1.77839 0.3 0.0 0.2 0.203
H -1.51306 -0.92485 -2.82355 0.2 0.2 0.3 0.457
H 1.82413 1.11728 0.62575 0.1 0.0 0.0 0.216
H 0.78691 2.29250 1.46839 -0.1 -0.3 0.1 0.227
H 0.81043 2.27755 -0.26628 0.0 -0.1 -0.2 0.225
H -0.47407 0.55017 2.76077 0.1 0.1 0.0 0.211
H -1.08198 -0.88969 1.94336 0.0 -0.1 -0.1 0.224
H 0.66712 -0.63027 2.12290 0.0 0.0 0.0 0.227
H -2.10339 1.18999 1.08196 0.1 -0.3 -0.2 0.483
```
Forces are in eV/Å.

Output
DFT total energy = -10978.7800 eV
ΔE to the lowest compared entry with this formula, charge and spin = 3.099 eV
Highest occupied orbital energy = -8.85 eV
HOMO-LUMO gap = 9.56 eV


Record 3
A cluster of 2 separate species, C5H13NO2 in total in a non-equilibrium geometry. Source: OMol25; level of theory: ωB97M-V with the def2-TZVPD basis set.

The geometry in XYZ format:
```
21
Properties=species:S:1:pos:R:3:forces:R:3:mulliken_spin:R:1
C 2.06841 1.53910 1.53277 0.7 0.8 0.8 0.041
C 1.40665 0.29308 0.99246 0.9 0.8 0.4 0.015
N 0.27402 0.54897 0.11444 -0.9 -3.5 1.5 0.759
C -0.92282 1.03053 0.80208 0.8 3.7 -0.7 0.023
C -0.02366 -0.62004 -0.75012 0.4 1.1 0.0 0.021
C -0.68275 -0.21604 -2.05427 -1.3 0.5 -0.9 0.031
O -1.15711 -0.99596 -2.82632 0.5 -0.6 0.3 0.005
H 2.92541 1.28694 2.15762 0.2 -0.5 -0.3 -0.004
H 2.43902 2.21818 0.77111 -0.1 -0.1 -0.3 -0.004
H 1.51204 2.12743 2.25806 -0.7 -0.1 -0.3 0.000
H 2.14581 -0.37200 0.55118 -0.2 0.2 -0.5 0.003
H 1.01763 -0.26815 1.84739 -0.4 -0.1 0.1 0.047
H -0.60999 1.96006 1.29748 0.1 -0.4 0.6 0.002
H -1.56904 1.53021 0.07449 -0.6 -1.1 -0.1 0.006
H -1.37308 0.37356 1.54267 0.1 -0.5 -0.4 0.024
H -0.71058 -1.23901 -0.15960 -0.2 -0.1 -0.2 0.024
H 0.88872 -1.16994 -0.92523 0.2 -0.1 -0.2 0.005
H -0.84867 0.84945 -2.29645 0.5 0.2 0.5 0.001
H -2.96553 -2.71874 -1.81187 -0.3 -0.3 0.2 0.000
H -1.51243 -2.92968 -1.79188 0.1 -0.4 -0.1 -0.001
O -2.30204 -3.22795 -1.32601 0.1 0.6 -0.1 0.004
```
Forces are in eV/Å.

Output
<S²> = 0.754
Total charge = +1
DFT total energy = -10971.0726 eV
ΔE to the lowest compared entry with this formula, charge and spin = 1.750 eV
Highest occupied orbital energy (alpha / beta) = -14.35 / -14.34 eV
2S+1 = 2
HOMO-LUMO gap (alpha / beta) = 10.78 / 6.04 eV


Record 4
A cluster of 2 separate species, C5H13NO2P in total in a non-equilibrium geometry. Source: OMol25; level of theory: ωB97M-V with the def2-TZVPD basis set.

The geometry in XYZ format:
```
22
Properties=species:S:1:pos:R:3:forces:R:3:nbo_charge:R:1
C 0.11567 -1.75878 2.05269 0.3 -0.6 0.9 -0.613
C 1.73519 -0.16878 -0.09960 1.1 -3.1 1.2 -0.648
C -0.41568 -0.98228 -1.18451 -1.5 -1.9 1.6 -0.635
C -0.40111 -0.56444 1.24464 1.8 1.0 2.7 -0.439
C 0.29985 -0.28533 -0.04338 -3.2 2.7 -2.0 -0.156
N -1.52807 2.08960 -1.70587 0.2 -0.9 -0.9 -1.241
O -0.58418 2.88243 0.50949 -0.2 -0.1 1.4 -1.177
O 0.95214 2.50341 -1.56877 -0.5 -1.0 0.9 -1.195
P -0.19933 2.06899 -0.66238 2.2 -0.8 -1.1 2.170
H 1.14094 -1.64056 2.52147 -1.3 0.6 0.1 0.194
H 0.40921 -2.49314 1.34633 -0.5 -1.7 -0.6 0.190
H -0.69012 -2.09901 2.81329 1.6 0.3 -1.2 0.196
H 1.89711 0.53114 0.64812 1.4 1.5 1.3 0.217
H 2.00218 0.18257 -1.04145 0.9 0.7 -1.5 0.238
H 2.33440 -1.14290 0.16932 -0.9 1.3 -0.5 0.140
H -1.51705 -0.77599 -1.05760 1.0 0.2 -0.7 0.212
H -0.07679 -0.78595 -2.19114 0.1 0.2 -0.1 0.215
H -0.41525 -2.11616 -0.98060 0.4 1.0 -0.6 0.151
H -1.42595 -0.73269 1.03453 -1.1 0.2 0.1 0.198
H -0.25214 0.20273 2.07230 -0.7 0.2 -1.6 0.211
H -2.21838 2.66495 -1.26546 -0.4 0.4 -0.2 0.382
H -1.16263 2.42018 -2.61143 -0.7 -0.1 0.8 0.392
```
Forces are in eV/Å.

Output
Total charge = -1
DFT total energy = -20271.3851 eV
ΔE to the lowest compared entry with this formula, charge and spin = 2.482 eV
Highest occupied orbital energy = -3.42 eV
HOMO-LUMO gap = 7.08 eV


Record 5
An isolated molecule of C5H13NO3 in a non-equilibrium geometry. Source: OMol25; level of theory: ωB97M-V with the def2-TZVPD basis set.

The geometry in XYZ format:
```
22
Properties=species:S:1:pos:R:3:forces:R:3:nbo_charge:R:1
C -0.75335 2.70044 -1.09079 0.2 0.2 0.3 -0.245
O -0.66694 1.37589 -0.62014 1.7 -0.6 1.4 -0.654
C 0.47574 1.10144 0.53743 -1.3 1.1 -1.0 0.402
O 1.61977 1.75760 0.23076 -0.1 -0.1 -0.3 -0.697
C 0.66443 -0.39685 0.61664 -1.7 -1.1 -0.8 -0.141
N 1.61695 -0.75324 -0.42883 0.3 -0.3 0.2 -0.873
C -0.74842 -1.17313 0.41261 1.3 1.0 1.1 0.118
C -0.61789 -2.62714 0.84825 -0.3 0.5 -0.3 -0.628
O -1.14187 -1.06608 -0.90291 -0.5 2.7 -1.2 -0.781
H -1.37930 2.70411 -1.99009 0.1 0.0 0.2 0.192
H 0.23554 3.10795 -1.32236 -0.1 -0.1 -0.1 0.186
H -1.20566 3.33666 -0.32233 -0.1 0.1 -0.1 0.165
H 0.00536 1.55493 1.41628 0.1 -0.1 -0.2 0.175
H 2.13161 1.12719 -0.33511 -0.2 0.1 0.4 0.506
H 1.04082 -0.66646 1.60717 0.2 0.2 -0.1 0.210
H 1.09793 -0.88325 -1.29198 -0.1 -0.1 0.0 0.390
H 2.08543 -1.63148 -0.21500 -0.1 0.3 -0.1 0.376
H -1.46005 -0.64760 1.07392 0.0 -0.2 0.0 0.148
H -1.57000 -3.12598 0.69952 -0.1 -0.1 0.0 0.224
H -0.34858 -2.69330 1.89835 0.1 0.0 0.1 0.205
H 0.12415 -3.14138 0.24669 0.2 -0.1 -0.1 0.203
H -1.20568 0.03969 -1.06808 0.4 -3.4 0.6 0.519
```
Forces are in eV/Å.

Output
DFT total energy = -13027.4400 eV
ΔE to the lowest compared entry with this formula, charge and spin = 1.791 eV
Highest occupied orbital energy = -9.28 eV
HOMO-LUMO gap = 10.15 eV


Record 6
A cluster of 2 separate species, C5H13NO6S in total in a non-equilibrium geometry. Source: OMol25; level of theory: ωB97M-V with the def2-TZVPD basis set.

The geometry in XYZ format:
```
26
Properties=species:S:1:pos:R:3:forces:R:3:nbo_charge:R:1
C -2.55433 -0.42790 0.89869 0.4 0.4 0.1 -0.099
C 2.02631 1.60755 0.00087 0.1 0.0 -0.3 -0.122
C -1.52015 -0.09556 -0.19357 -0.2 0.5 0.3 0.059
C -0.40625 0.82299 0.36960 -0.3 -0.1 -0.2 0.015
C 0.85260 0.78005 -0.47540 0.0 -2.0 0.3 0.160
N 0.69587 0.75712 -1.86264 0.1 0.0 0.8 -0.812
O 2.76092 -1.31809 0.91972 1.2 0.0 0.2 -0.990
O 1.66789 -2.11284 -1.17820 0.7 0.2 0.3 -0.909
O -3.29656 -1.57299 0.54260 -0.4 -0.3 -0.2 -0.719
O 2.38291 1.36726 1.34015 0.0 0.0 0.3 -0.740
O -0.99758 -1.30994 -0.69942 -0.1 -0.3 0.0 -0.770
O -0.11041 0.41075 1.68412 0.0 0.3 0.3 -0.745
S 1.42804 -1.49945 0.35275 -1.2 1.7 -1.2 1.291
H -3.19878 0.43438 1.09395 0.1 0.0 0.0 0.178
H -2.02022 -0.68983 1.81433 -0.1 0.1 -0.1 0.220
H 1.78531 2.67922 -0.06418 0.0 -0.2 -0.1 0.192
H 2.87854 1.41680 -0.66689 -0.1 0.0 0.0 0.179
H -2.01444 0.42939 -1.02750 0.1 0.0 0.1 0.164
H -0.81728 1.85149 0.39302 0.1 -0.1 -0.1 0.177
H 1.56884 0.60637 -2.35075 0.0 0.0 -0.1 0.388
H -0.01182 0.10639 -2.17191 0.0 0.0 -0.1 0.389
H 0.80542 -2.17461 -1.59674 -0.4 0.0 0.0 0.495
H -3.90148 -1.35557 -0.17622 0.0 0.0 0.0 0.471
H 2.75847 0.46621 1.37852 0.1 -0.1 0.0 0.513
H -1.49525 -2.01837 -0.25675 0.0 0.0 -0.2 0.508
H 0.73345 0.83919 1.93186 -0.1 -0.1 0.0 0.506
```
Forces are in eV/Å.

Output
DFT total energy = -30004.1571 eV
ΔE to the lowest compared entry with this formula, charge and spin = 2.267 eV
Highest occupied orbital energy (alpha / beta) = -7.37 / -7.37 eV
HOMO-LUMO gap (alpha / beta) = 7.69 / 7.69 eV


Record 7
The ion C5H13NOPS with charge +1 in a non-equilibrium geometry. Source: OMol25; level of theory: ωB97M-V with the def2-TZVPD basis set.

The geometry in XYZ format:
```
22
Properties=species:S:1:pos:R:3:forces:R:3:nbo_charge:R:1
C -0.06890 0.28724 -1.56802 0.5 2.1 -0.6 -0.058
C 1.20649 0.67065 -0.69758 -1.4 0.0 2.1 -0.159
C 2.14105 -0.44907 -0.39376 2.3 -0.2 -2.2 -0.656
C 1.52390 1.46859 1.63730 1.0 -2.4 0.8 -0.505
C -2.73175 -2.21252 0.09321 3.4 -1.0 1.5 -0.911
N 0.72866 1.27210 0.53919 -2.4 1.3 -1.3 0.002
O -0.87761 -0.73062 -1.09176 0.1 -1.2 0.4 -0.766
P -1.67526 -0.70134 0.37200 1.7 0.0 -0.7 1.072
S -2.80349 1.03544 0.18624 -0.7 0.3 0.8 -0.270
H -0.73430 1.18624 -1.58009 1.0 -0.2 -0.4 0.211
H 0.36916 0.07852 -2.59189 -1.0 -0.2 1.1 0.226
H 1.74094 1.52334 -1.19853 -0.7 -0.4 0.0 0.307
H 3.02807 -0.06438 0.18589 -0.5 -0.7 -1.3 0.230
H 2.36948 -0.94397 -1.41694 0.3 0.8 1.9 0.257
H 1.71862 -1.21116 0.19580 -0.9 -0.9 0.8 0.235
H 2.18729 0.56822 1.64873 0.3 1.2 1.0 0.232
H 2.05018 2.34128 1.28160 1.1 0.8 -0.5 0.317
H 1.17444 1.82310 2.63813 -0.7 -0.6 -1.1 0.272
H -2.09307 -3.16094 -0.14580 -1.1 2.0 0.3 0.278
H -3.42961 -1.95332 -0.60624 -1.8 0.3 -2.1 0.246
H -3.20638 -2.35577 1.04281 -0.4 -0.3 0.6 0.251
H -2.61790 1.52836 1.46971 0.1 -0.6 -1.0 0.190
```
Forces are in eV/Å.

Output
Total charge = +1
DFT total energy = -29046.7741 eV
ΔE to the lowest compared entry with this formula, charge and spin = 3.764 eV
Highest occupied orbital energy (alpha / beta) = -12.52 / -12.44 eV
HOMO-LUMO gap (alpha / beta) = 5.45 / 5.28 eV


Record 8
A cluster of 2 separate species, C5H13NOS in total in a non-equilibrium geometry. Source: OMol25; level of theory: ωB97M-V with the def2-TZVPD basis set.

The geometry in XYZ format:
```
21
Properties=species:S:1:pos:R:3:forces:R:3:nbo_charge:R:1
C 1.72770 2.23577 -1.76871 1.7 -2.3 -0.5 -0.604
C 1.27888 2.04119 -0.31762 -0.6 1.2 0.7 -0.509
C 0.22462 1.00483 -0.36363 0.2 -2.7 0.0 0.700
N 0.75941 -0.30064 -0.54144 -0.6 0.7 -0.6 -0.894
O -0.97717 1.11812 -0.47313 0.7 1.6 -0.3 -0.591
H 1.16101 1.66767 -2.52179 -0.7 0.9 0.4 0.227
H 2.66593 1.59782 -1.89983 -0.6 1.4 0.3 0.214
H 1.87755 3.26718 -2.01083 0.2 0.4 -0.4 0.223
H 2.14935 1.76482 0.28297 -0.3 -0.2 0.1 0.222
H 0.83434 2.93898 0.15225 0.3 -0.2 -0.5 0.228
H 0.12590 -0.88130 -1.05972 -0.2 -0.5 0.4 0.393
H 1.42397 -0.78153 0.03243 0.4 0.4 0.1 0.397
C -2.37668 -1.05975 0.34565 0.2 0.3 1.0 -0.732
S -2.11787 -2.79923 0.91848 -0.9 0.7 -0.7 0.186
C -0.69107 -2.57212 1.90506 2.3 2.2 1.7 -0.795
H -2.38315 -0.85630 -0.72240 -0.1 -0.6 0.0 0.225
H -3.28017 -0.64931 0.79150 -0.3 -0.2 -0.1 0.217
H -1.57572 -0.42455 0.74542 -0.3 -0.7 -0.1 0.239
H 0.24200 -2.77838 1.40952 0.3 -0.9 -0.5 0.200
H -0.64093 -3.02997 2.89779 -0.6 -0.6 -0.4 0.231
H -0.42793 -1.50331 2.19804 -1.2 -0.8 -0.5 0.222
```
Forces are in eV/Å.

Output
DFT total energy = -19767.7315 eV
ΔE to the lowest compared entry with this formula, charge and spin = 1.370 eV
Highest occupied orbital energy = -8.33 eV
HOMO-LUMO gap = 9.07 eV


> What is the DFT total energy in the third record?

-10971.0726 eV


> Look up the DFT total energy of the fifth one.

-13027.4400 eV


> Which value of ΔE to the lowest compared entry with this formula, charge and spin does entry 2 give?

3.099 eV


> Look up the ΔE to the lowest compared entry with this formula, charge and spin of the first one.

1.907 eV